Run a
Formula: C5H35NO11
Source: the OMol25 dataset
Level of theory: the ωB97M-V functional and the def2-TZVPD basis

Geometry as ORCA input:
```
! wB97M-V def2-TZVPD RIJCOSX def2/J DEFGRID3
* xyz 0 1
C -0.43969 -0.94503 -0.16895
C -0.12108 -0.68823 -1.73133
C 0.46807 0.61407 -2.11480
C -1.59190 -0.95907 -2.35837
C -1.44711 -1.66724 -3.63210
N -0.08518 0.25182 0.70449
H -1.42017 -1.34185 0.12646
H 0.10322 -1.88317 0.19472
H 0.30872 -1.68599 -2.05732
H -0.12332 0.93879 -3.01492
H 0.31502 1.41368 -1.29734
H 1.49706 0.67106 -2.45865
H -1.96265 -0.06463 -2.37128
H -2.16237 -1.71761 -1.68983
H -1.13013 -2.71315 -3.47109
H -2.33409 -1.64126 -4.37225
H -0.83564 -1.23266 -4.43307
H 0.13156 1.11299 0.19977
H 0.73696 0.05195 1.30581
H 2.03991 -1.13026 -0.33662
H 2.35518 0.29109 -0.69551
O 2.85267 -0.54993 -0.49653
H 1.75251 -4.65321 1.47992
H 0.58538 -4.00319 1.12608
O 0.74941 -4.80828 1.58645
H 1.00989 4.25042 -3.01333
H 1.19052 2.81521 -2.42986
O 0.65648 3.45902 -2.73661
H 1.33263 2.93759 -0.70094
H 2.82854 2.83794 -0.71076
O 2.11291 2.44141 -0.85447
H 1.81687 -0.28267 4.34026
H 2.04733 0.62138 3.17804
O 1.53104 0.00580 3.56382
H -4.70166 -2.17985 -0.52244
H -3.82752 -1.11506 0.08039
O -4.56049 -1.67607 0.33340
H -2.85173 0.50317 2.51944
H -3.63426 1.41676 3.47306
O -3.61924 1.20914 2.50425
H 0.17097 3.33335 2.77947
H 0.03275 1.81219 3.06165
O 0.59354 2.46009 2.87894
H -0.89811 4.99520 0.65128
H -0.05260 3.86141 1.07372
O -0.01415 4.53989 0.49363
H -1.88226 -2.75328 2.65453
H -1.04932 -1.55234 3.13739
O -1.86235 -1.87020 3.15924
H 3.68597 -1.89259 0.48851
H 5.05654 -1.59902 0.06014
O 4.64535 -2.23955 0.51350
*
```

Results
LUMO	0.00	eV
E_HOMO	-9.62	eV
HOMO-LUMO gap	9.62	eV
SMILES	CC[C@@H](C)CN.O.O.O.O.O.O.O.O.O.O.O



Run b
Formula: C5H35NO11
Source: the OMol25 dataset
Level of theory: the ωB97M-V functional and the def2-TZVPD basis

Geometry as ORCA input:
```
! wB97M-V def2-TZVPD RIJCOSX def2/J DEFGRID3
* xyz 0 1
C 2.41196 -1.94509 -0.34703
N 2.12527 -0.53047 -0.36549
C 3.31550 0.33495 -0.18772
C 2.97414 1.80209 0.11340
C 1.52375 -0.22309 -1.68942
C 2.20642 -2.60640 1.02094
H 3.41124 -2.15247 -0.74946
H 1.72925 -2.52918 -0.95540
H 4.07097 0.13654 -0.95583
H 3.73040 -0.04632 0.75713
H 3.66905 2.57018 -0.17956
H 2.05318 1.98049 -0.40670
H 2.88810 1.94033 1.18385
H 0.52465 -0.66582 -1.73110
H 2.10783 -0.64124 -2.52893
H 1.31867 0.82857 -1.78985
H 1.31329 -2.15885 1.45632
H 1.90980 -3.63322 0.83502
H 2.96223 -2.41419 1.74452
H -0.89362 -3.14534 3.37419
H -1.59779 -3.11448 2.06027
O -1.13384 -2.52216 2.66442
H 0.34163 -0.12498 0.62346
H -0.69698 0.95648 0.01608
O -0.58229 0.21246 0.62174
H 0.63636 0.99406 -4.32980
H -0.76725 0.39344 -4.52853
O 0.14095 0.31460 -4.78392
H -1.58449 -1.54784 0.60619
H -2.72967 -1.71096 -0.22253
O -2.09589 -2.30631 0.23431
H 0.23456 1.54389 1.52345
H 0.56694 1.87347 2.99239
O 0.33583 2.27686 2.17644
H -1.39690 0.28594 2.44039
H -2.13096 -0.96239 2.70751
O -2.24163 0.01016 2.77789
H -0.52349 3.71540 1.47709
H -1.64671 4.66719 1.00456
O -1.16134 3.87730 0.77981
H -4.18085 0.09867 -0.92196
H -2.62521 0.30763 -1.23734
O -3.33281 -0.31343 -1.05399
H -1.57967 2.63246 -2.06271
H -1.55071 2.91315 -0.53719
O -1.38241 2.26013 -1.19870
H -0.70233 -2.94267 -2.71768
H -1.04852 -2.67306 -1.27318
O -0.32231 -2.55668 -1.92525
H -3.36744 2.23199 0.85657
H -3.38724 0.92485 1.67546
O -3.83965 1.38333 0.95585
*
```

Results
LUMO	0.16	eV
E_HOMO	-8.95	eV
HOMO-LUMO gap	9.10	eV
SMILES	CCN(C)CC.O.O.O.O.O.O.O.O.O.O.O



Relative to the most stable one, in eV, the structures come out at run a 6.167; run b 0.000.



Run a
Formula: C4H5CrLiO2
Source: the OMol25 dataset
Level of theory: the ωB97M-V functional and the def2-TZVPD basis

Geometry as ORCA input:
```
! wB97M-V def2-TZVPD RIJCOSX def2/J DEFGRID3
* xyz 2 5
H -0.21117 0.17456 -0.17617
C -0.18016 1.13624 0.89883
C 0.07576 2.57439 1.23931
C 1.54109 2.90352 0.94630
C 2.02777 2.20714 -0.29497
O 0.98968 1.73844 -0.90258
O 0.18386 0.28198 1.69022
Li 0.25831 -1.61643 1.47097
Cr 2.29373 0.47549 -1.68089
H -0.20523 2.75823 2.28785
H -0.63169 3.17747 0.65121
H 2.20950 2.58556 1.76331
H 1.70368 3.97782 0.77040
*
```

Results
LUMO (spin up / spin down)	-9.80 / -9.52	eV
⟨S²⟩	6.319
E_HOMO (spin up / spin down)	-17.73 / -17.76	eV
HOMO-LUMO gap (spin up / spin down)	7.94 / 8.25	eV



Run b
Formula: C4H5CrLiO2
Source: the OMol25 dataset
Level of theory: the ωB97M-V functional and the def2-TZVPD basis

Geometry as ORCA input:
```
! wB97M-V def2-TZVPD RIJCOSX def2/J DEFGRID3
* xyz 2 5
H 0.04597 -1.61085 0.97954
C -0.20253 -0.73809 -0.35022
C 0.55152 0.34333 -1.06600
C 0.52931 1.48861 -0.05024
C -0.47195 1.12758 0.99813
O -1.08435 0.05850 0.54483
O -0.80739 -1.74332 -0.83374
Cr -1.13712 -3.28500 0.14099
Li -0.75673 -0.32410 2.93804
H 0.01680 0.56168 -2.00019
H 1.56089 -0.00224 -1.32199
H 0.25103 2.48539 -0.42349
H 1.50454 1.63851 0.44435
*
```

Results
LUMO (spin up / spin down)	-10.37 / -9.89	eV
⟨S²⟩	6.114
E_HOMO (spin up / spin down)	-17.14 / -17.18	eV
HOMO-LUMO gap (spin up / spin down)	6.76 / 7.29	eV



Relative to the most stable one, in eV, the structures come out at run a 0.000; run b 0.931.



Run a
Formula: C5H8S
Source: the OMol25 dataset
Level of theory: the ωB97M-V functional and the def2-TZVPD basis

Geometry as ORCA input:
```
! wB97M-V def2-TZVPD RIJCOSX def2/J DEFGRID3
* xyz 0 1
C 0.32021 -1.67190 -0.37420
C 0.76246 -0.34054 0.28177
C 1.31838 0.74473 -0.70779
C 1.86918 0.58057 -1.92994
C -0.37036 0.39989 1.05654
H 1.12935 -2.25779 -0.82792
H -0.09474 -2.44071 0.41588
H -0.47285 -1.58034 -1.11207
H 1.49354 -0.51566 0.99878
H 1.22205 1.76905 -0.37925
H 2.01267 1.45610 -2.50507
H 2.16438 -0.35434 -2.43252
H 0.08780 1.01708 1.87047
S -1.93384 0.28938 0.87584
*
```

Results
LUMO	-0.02	eV
E_HOMO	-8.71	eV
HOMO-LUMO gap	8.69	eV
SMILES	C=C[C@H](C)C=S



Run b
Formula: C5H8S
Source: the OMol25 dataset
Level of theory: the ωB97M-V functional and the def2-TZVPD basis

Geometry as ORCA input:
```
! wB97M-V def2-TZVPD RIJCOSX def2/J DEFGRID3
* xyz 0 1
C 0.69930 0.01672 1.24019
C -0.50575 0.92853 1.29755
C -1.58103 0.51592 0.29938
C -1.41731 -0.23345 -0.78737
C -0.10752 -0.85988 -1.22506
H 0.47384 -0.98613 1.57952
H 1.54687 0.36550 1.83062
H -1.01063 0.86209 2.20542
H -0.15243 1.97308 1.13846
H -2.60763 0.84225 0.45880
H -2.22713 -0.42374 -1.41936
H 0.01216 -0.79192 -2.33681
H -0.22725 -1.90707 -1.05199
S 1.35413 -0.13382 -0.45955
*
```

Results
LUMO	0.99	eV
E_HOMO	-8.55	eV
HOMO-LUMO gap	9.55	eV
SMILES	C1=CCSCC1



Run c
Formula: C5H8S
Source: the OMol25 dataset
Level of theory: the ωB97M-V functional and the def2-TZVPD basis

Geometry as ORCA input:
```
! wB97M-V def2-TZVPD RIJCOSX def2/J DEFGRID3
* xyz 0 1
C -1.93948 -0.00755 -0.25716
C 0.96729 -0.30442 0.31644
C -0.92475 0.93364 -0.65861
C 0.49631 0.30989 -0.87957
C 1.63701 -0.91385 1.14779
S -1.49971 -0.95512 1.20093
H -2.74247 -0.38548 -0.79250
H -1.20161 1.27737 -1.61611
H -0.87178 1.82765 -0.03180
H 1.26545 1.09288 -1.19543
H 0.47531 -0.48515 -1.61074
H 3.32651 -0.64029 0.46263
H 2.00900 -1.58521 1.89477
H -0.99707 -0.16436 2.01934
*
```

Results
LUMO (spin up / spin down)	0.01 / -0.06	eV
E_HOMO (spin up / spin down)	-7.47 / -7.46	eV
HOMO-LUMO gap (spin up / spin down)	7.48 / 7.40	eV



Run d
Formula: C5H8S
Source: the OMol25 dataset
Level of theory: the ωB97M-V functional and the def2-TZVPD basis

Geometry as ORCA input:
```
! wB97M-V def2-TZVPD RIJCOSX def2/J DEFGRID3
* xyz 0 1
C 4.32405 -0.46761 0.00786
C 3.32102 0.18852 -0.05614
C 0.03482 -0.73641 0.22262
C -1.62713 1.27412 -0.01662
C -0.30502 0.54536 -0.44323
S 1.00356 1.69550 0.13479
H 5.31298 -0.68276 0.28458
H -0.40544 -0.83319 1.15328
H -0.40026 -1.58260 -0.27329
H 1.00109 -0.95370 0.48019
H -1.84426 1.99223 -0.65913
H -1.31039 1.67235 0.99317
H -2.44023 0.40751 0.12580
H -0.15680 0.59633 -1.46874
*
```

Results
LUMO (spin up / spin down)	-2.65 / -2.65	eV
E_HOMO (spin up / spin down)	-9.73 / -9.73	eV
HOMO-LUMO gap (spin up / spin down)	7.08 / 7.09	eV



Relative to the most stable one, in eV, the structures come out at run a 1.241; run b 0.000; run c 6.668; run d 6.615.